1.
This record from OMol25 describes C20H37NO3SSiZr as an isolated structure in a non-equilibrium geometry. The level of theory is the ωB97M-V functional and the def2-TZVPD basis.

Geometry (Å):
C 3.00165 3.70671 -1.46573
C 3.44258 2.68597 -2.35653
C 3.69504 1.51186 -1.58780
C 3.45135 1.82534 -0.18623
C 2.94095 3.16187 -0.14314
Zr 1.33173 1.56836 -1.05966
C 0.77933 0.86919 -3.17724
C 0.59510 2.34779 -3.27270
C 0.37970 3.04971 -4.44446
N 0.36109 3.07445 -2.09580
H 4.11433 0.56547 -1.98176
H 3.55505 2.79208 -3.42674
H 3.68502 1.18201 0.66028
H 2.60787 3.71044 0.75366
H 2.77791 4.74404 -1.75666
H 1.52566 0.23529 -3.75755
H -0.05753 4.00424 -2.17958
H -0.15335 0.33293 -2.93038
H 0.41319 2.56399 -5.40078
H 0.04587 4.10135 -4.37772
C -4.40112 0.24793 -0.54098
C -3.20272 0.68764 0.30927
C -2.79822 2.11201 -0.11301
C -3.46649 0.57123 1.81508
O -2.07451 -0.23843 -0.01681
Si -0.58231 -0.44166 0.66989
S 0.37352 1.25212 1.27031
O -0.65361 -1.50307 1.86237
C -0.45660 -1.61434 3.40520
C 0.16476 -0.30060 3.88932
C -1.87118 -1.86659 3.92832
C 0.42027 -2.85652 3.58271
O 0.24242 -1.14275 -0.66529
C 0.97520 -2.38126 -0.94075
C 2.38289 -2.00405 -1.38697
C 1.04239 -3.28394 0.29404
C 0.25739 -3.14416 -2.05499
H -5.29249 0.90174 -0.36959
H -4.68784 -0.78895 -0.31476
H -4.13610 0.31765 -1.61959
H -3.62141 2.83760 0.07306
H -1.90003 2.45606 0.43733
H -2.56956 2.13150 -1.19625
H -3.72690 -0.47020 2.04319
H -2.56624 0.86560 2.38958
H -4.30182 1.20560 2.16087
H -0.52854 0.54948 3.72194
H 0.39126 -0.31134 4.97474
H 1.12185 -0.07344 3.37518
H -2.28621 -2.73986 3.40143
H -1.89576 -2.05655 5.02157
H -2.52455 -1.00085 3.71930
H -0.04024 -3.69565 3.03744
H 1.43786 -2.68850 3.18143
H 0.51866 -3.14970 4.64785
H 2.91755 -1.41277 -0.62910
H 2.98084 -2.91886 -1.58951
H 2.33379 -1.42349 -2.33535
H 0.03781 -3.59841 0.63105
H 1.58458 -4.21705 0.04208
H 1.60763 -2.81491 1.11391
H -0.75755 -3.42783 -1.76920
H 0.23386 -2.52681 -2.98416
H 0.82489 -4.07674 -2.28561

Max |F| ... 4.865 eV Å⁻¹
Molar mass ... 490.897 g mol⁻¹
Energy above the lowest of the compared OMol25 structures with the same formula, charge and spin ... 1.1597 eV
Electronic energy ... -48970.2987 eV
HOMO energy ... -6.95 eV

Results of the Mulliken charge analysis, in e, for atoms 1 through 8: C -0.257; C -0.498; C -0.276; C -0.614; C -0.687; Zr -0.245; C -0.645; C 0.891


2.
This record from OMol25 describes C10H22F9InO2PS as an isolated structure in a non-equilibrium geometry. The level of theory is the ωB97M-V functional and the def2-TZVPD basis.

Geometry (Å):
C -0.23156 -2.57266 1.74866
P -0.29578 -1.45563 0.25427
O 0.41418 -2.46889 -0.93717
In 1.03739 0.63651 0.73257
C -0.35863 2.24260 1.46895
C 2.31827 1.43436 -0.94433
C 2.56812 0.34498 -2.02550
C 3.87545 -0.44621 -2.00717
F 3.64598 -1.47896 -2.87232
F 4.82641 0.33639 -2.54745
C 4.31691 -1.10424 -0.68738
F 3.51823 -2.12346 -0.46369
F 4.18815 -0.35614 0.36457
S 6.09868 -1.77833 -0.61366
F 6.69949 -0.30741 -0.68384
F 6.21366 -1.96333 -2.17454
F 5.58022 -3.26899 -0.42371
F 6.08536 -1.64095 0.98141
F 7.58627 -2.32811 -0.48994
H -0.84990 -3.44685 1.52192
H 0.79025 -2.96220 1.85316
H -0.53555 -2.04967 2.65420
H 0.05372 -2.21832 -1.79514
H 2.16558 0.27212 2.09869
H -0.71367 2.00419 2.48010
H 0.12419 3.22486 1.51628
H -1.26996 2.30138 0.86079
H 1.79926 2.31117 -1.33573
H 3.26178 1.75317 -0.49287
H 1.72097 -0.34285 -2.05950
H 2.57139 0.83739 -3.00814
C -5.87838 0.45742 2.05151
C -5.36421 1.79821 1.55146
O -4.13045 1.71837 0.87141
C -4.10381 0.90900 -0.29186
C -5.07330 1.36433 -1.37162
H -5.14462 -0.00828 2.71147
H -6.81217 0.59109 2.60168
H -6.07056 -0.23734 1.23284
H -5.19485 2.45498 2.40630
H -6.11588 2.29305 0.92363
H -4.27274 -0.13970 -0.02735
H -3.08795 0.96573 -0.68239
H -6.11197 1.32044 -1.03739
H -4.97879 0.72974 -2.25419
H -4.86523 2.39704 -1.65901

Max |F| ... 2.037 eV Å⁻¹
Molar mass ... 523.125 g mol⁻¹
Electronic energy ... -64574.6332 eV
Total charge ... -1
HOMO energy ... -3.41 eV

Results of the Mulliken charge analysis, in e, for atoms 1 through 8: C -1.026; P 0.213; O -0.601; In 0.660; C -1.153; C -1.281; C -0.836; C 0.980